1.
DFT (the ωB97M-V functional and the def2-TZVPD basis) results for a molecular structure, C18H26LuN2O3P2S2Si at a distorted geometry.

Each line ends with the Löwdin charge.
Positions of all 55 atoms, in Å:
1 S -2.25133 -2.18929 1.60690  0.500
2 C 0.43005 2.88749 3.52204  -0.100
3 C 0.28029 -0.34206 3.72783  -0.281
4 C -2.47427 -5.20427 1.85611  -0.280
5 H -2.67376 0.00689 3.28700  0.006
6 N 0.68107 -6.44021 1.14912  0.122
7 H 1.35895 5.89486 2.27701  0.098
8 C 2.75224 -1.65287 -3.25638  -0.178
9 H -0.39207 2.40500 -2.60972  0.040
10 C 0.20483 -3.22773 -2.96169  -0.171
11 H -0.80892 -0.52481 -4.60972  0.022
12 C 0.21243 2.18853 2.33276  -0.373
13 C -0.14104 -5.64536 1.29775  -0.280
14 H 1.36003 -0.36155 3.58213  0.045
15 H 2.52712 2.80463 -0.87294  0.037
16 O -2.51561 0.60606 -0.60058  -0.202
17 C 1.04551 4.85786 2.29444  -0.091
18 H 1.01243 4.73448 4.44089  0.099
19 P 0.33301 1.81005 -0.41600  0.855
20 Si 0.89594 -1.49599 -3.10972  0.211
21 S 0.61454 -2.73044 0.91088  0.472
22 H 0.84308 -3.83966 -2.31926  0.026
23 H 0.29047 3.84008 -1.81560  0.030
24 C -1.18731 -4.68357 1.49601  -0.406
25 H 2.65823 1.17889 -0.15671  0.050
26 N -3.49136 -5.66194 2.14887  0.121
27 P -0.51117 0.48440 2.30818  0.787
28 O -2.44836 -1.36534 -1.61851  -0.177
29 O 0.46661 -0.56708 -1.84923  -0.587
30 C 0.85066 4.17063 1.10790  -0.098
31 H -2.07261 1.59734 3.83853  0.035
32 H 3.15617 -2.10377 -2.34469  0.030
33 H 0.12796 -3.71971 -3.93716  0.028
34 H 1.02656 4.68034 0.16666  0.094
35 C -0.33590 2.95856 -1.67013  -0.259
36 H -0.07841 -1.37180 3.73215  0.023
37 H -3.63178 0.16064 -2.23807  0.135
38 H 2.20674 1.33558 -1.85285  0.025
39 H -0.79601 -3.22337 -2.52398  0.016
40 C -0.96056 -3.32675 1.35808  -1.158
41 H 0.42990 -1.36004 -5.56299  0.023
42 C 0.26573 -0.71714 -4.69224  -0.178
43 C -2.89521 -0.19094 -1.50625  -0.516
44 C 0.84823 4.20755 3.50845  -0.089
45 H 3.01841 -2.29890 -4.09962  0.026
46 C 0.44649 2.83349 1.11016  -0.372
47 C 2.11040 1.79564 -0.87061  -0.248
48 C -2.16360 0.92064 2.98761  -0.277
49 H 0.76800 0.23901 -4.87704  0.020
50 Lu -0.84134 -0.85944 -0.23771  1.116
51 H -2.74753 1.40205 2.20117  0.040
52 H 0.26076 2.39553 4.47339  0.095
53 H 3.24137 -0.68403 -3.40377  0.018
54 H 0.03914 0.13490 4.67921  0.034
55 H -1.34516 3.25692 -1.38803  0.042

Cartesian forces (eV/Å) of the 3 atoms listed first:
-0.16 -0.37 0.12
0.00 0.02 0.00
0.01 0.00 -0.01

Output
charge	-1
relative energy (zero: lowest compared OMol25 entry of this formula, charge and spin)	10.6	kcal per mole
LUMO level	2.3	eV
E_HOMO	-4.8	eV
Kohn-Sham gap	0.2640	Ha

---

2.
DFT (the ωB97M-V functional and the def2-TZVPD basis) results for a single C4H8O2 molecule.

Each line ends with the Löwdin charge.
Positions of all 14 atoms, in Å:
1 C -1.03151 0.29365 -0.18773  -0.190
2 H -0.32550 1.25970 2.22108  0.097
3 C 0.22144 0.16275 0.71719  -0.465
4 H 0.09830 -0.75257 1.31669  0.136
5 O -1.23966 -1.57717 -1.56022  0.009
6 H -1.78311 0.89240 0.33987  0.112
7 H 2.34634 -0.17676 0.55961  0.084
8 H 1.69899 0.99736 -0.60254  0.089
9 H -0.77479 0.82517 -1.12516  0.114
10 C 1.50043 0.04691 -0.09603  -0.047
11 H -0.75239 -0.93453 -2.12728  0.108
12 H 1.42414 -0.74762 -0.84704  0.077
13 C -1.56800 -1.10124 -0.38769  -0.087
14 O 0.38210 1.28335 1.56470  -0.039

Cartesian forces (eV/Å) of the 3 atoms listed first:
-0.02 0.00 0.04
0.15 0.09 -0.06
0.07 -0.32 -0.18

Output
charge	0
relative energy (zero: lowest compared OMol25 entry of this formula, charge and spin)	79.1	kcal per mole
LUMO level	0.8	eV
E_HOMO	-8.7	eV
Kohn-Sham gap	0.3509	Ha

---

3.
DFT (the ωB97M-V functional and the def2-TZVPD basis) results for a molecular structure, C24H35BFeN5O8 at a distorted geometry.

Each line ends with the Löwdin spin population.
Positions of all 74 atoms, in Å:
1 C 3.47304 1.15533 -2.94708  0.002
2 C 0.16468 -3.75302 -2.18155  0.002
3 H 2.70111 0.11109 -4.70723  0.000
4 C -1.77585 -3.46511 -3.74924  0.000
5 H -1.99297 -2.47585 -3.34604  0.000
6 C 0.72103 3.08127 1.52243  0.021
7 C 0.70137 4.77395 3.37545  0.001
8 H 1.21101 5.66741 3.72296  0.000
9 H -2.89524 -2.08531 3.31169  0.000
10 N 0.28028 2.09486 1.13924  0.060
11 C -2.49720 -0.70790 1.79826  0.018
12 H -5.25679 -2.55887 2.77477  0.000
13 H -1.41578 4.73804 -0.56330  0.000
14 C -5.68857 -0.98827 1.48834  0.000
15 C -1.81429 2.38738 -1.94227  0.020
16 H -4.35192 -2.70878 1.26466  0.000
17 C 2.64559 -4.63055 4.72995  0.000
18 O 4.75313 -3.78099 5.58286  0.000
19 C -2.17071 5.22431 -1.18550  0.000
20 O 3.77981 -2.85131 3.77493  0.001
21 C 1.28276 4.34651 2.01664  0.003
22 C 3.49239 -0.00669 -3.96271  0.001
23 N -0.34772 -1.47033 -1.02274  0.060
24 O 1.05533 -0.70276 1.16562  0.116
25 N -1.74461 -0.15748 1.12964  0.062
26 H -5.25112 -0.49664 0.61400  0.000
27 H 2.34754 4.07913 2.07771  0.001
28 H -2.12217 2.98117 -3.93211  0.001
29 H 1.22971 5.08061 1.21142  0.001
30 N -1.37285 1.67982 -1.15563  0.058
31 C -3.44746 -1.36570 2.70857  0.002
32 H 1.95305 3.74875 4.83027  0.000
33 H 3.37584 2.11341 -3.45992  0.000
34 H 0.28996 3.84976 5.30522  0.000
35 H -1.98276 6.29225 -1.11091  0.000
36 C 1.64024 -1.69046 1.59261  0.017
37 O 2.99409 -3.52729 1.52916  0.003
38 O 1.72001 -2.03737 2.80361  0.014
39 H 1.23590 -3.91902 -2.04322  0.001
40 H 4.47943 -1.51293 -2.84108  0.000
41 H -3.45222 3.09869 -2.82590  0.001
42 O 1.98076 -4.33054 3.60876  0.001
43 H -5.98978 -0.24426 2.22064  0.000
44 C 3.52868 -1.40864 -3.37174  0.000
45 C -2.37377 3.29249 -2.91871  0.003
46 C 0.93614 3.69863 4.44039  0.000
47 H -1.07762 5.03459 -3.01152  0.000
48 H 2.78919 -1.59424 -2.58818  0.000
49 C 2.49415 -2.64337 0.73416  0.004
50 H -3.16770 4.96943 -0.82170  0.000
51 C -2.07372 4.78471 -2.63718  0.001
52 Fe -0.10542 0.42213 -0.05424  4.429
53 C 2.38914 1.00729 -1.99414  0.019
54 O 2.58265 -2.56813 -0.45783  0.002
55 H -2.31211 -4.22270 -3.16970  0.000
56 H 3.45156 -2.18843 -4.12306  0.000
57 H 4.38749 0.15395 -4.56775  0.000
58 O 2.34058 -5.44568 5.52294  0.000
59 H -0.36222 -4.55322 -1.65832  0.000
60 H -2.19480 -3.54093 -4.75054  0.000
61 H 4.41064 1.19594 -2.38615  0.000
62 H 0.29779 -3.11450 -4.27624  0.000
63 C -0.12780 -2.47315 -1.53095  0.016
64 B 2.63962 -3.22503 2.94827  0.001
65 C 3.88333 -3.71127 4.78532  0.000
66 N 1.51740 0.86046 -1.27396  0.058
67 H -3.78608 -0.52957 3.32826  0.000
68 H -6.55352 -1.53788 1.12395  0.000
69 H -2.75585 5.32410 -3.29371  0.000
70 C -0.28032 -3.79669 -3.65200  0.000
71 H -0.12175 -4.80583 -4.02675  0.000
72 H 0.74045 2.67935 4.09910  0.000
73 H -0.36710 4.91304 3.21985  0.000
74 C -4.66710 -2.01318 2.03914  0.001

Cartesian forces (eV/Å) of the 3 atoms listed first:
0.20 -0.29 -0.13
0.16 -0.04 -0.16
-0.32 0.06 0.35

Output
charge	+2
relative energy (zero: lowest compared OMol25 entry of this formula, charge and spin)	6.9	kcal per mole
multiplicity	6
LUMO level (spin up / spin down)	-5.1 / -9.3	eV
E_HOMO (spin up / spin down)	-13.1 / -13.1	eV
Kohn-Sham gap (spin up / spin down)	0.2956 / 0.1377	Ha

---

no.,DFT total energy (eV)
1,-109966.67115
2,-8369.85205
3,-84340.36182